Density functional theory data (the ωB97M-V functional and the def2-TZVPD basis) for a molecular structure, C30H40BrCl3N11O3SiZn.

Geometry as XYZ:
```
90
Properties=species:S:1:pos:R:3:lowdin_charge:R:1
Zn -0.058 0.599 0.027 0.71
N 0.509 0.505 2.884 0.06
N 1.851 0.107 2.937 0.00
C 2.528 -0.039 1.775 -0.43
N 3.867 -0.188 1.839 0.22
N 1.816 -0.017 0.689 0.09
N 2.362 0.267 -0.579 -0.30
O 1.394 0.119 -1.445 -0.10
O 3.581 -0.501 -0.920 0.00
H 0.426 1.517 2.924 0.09
H 0.010 0.063 3.645 0.10
H 2.384 0.259 3.782 0.16
H 4.309 -0.340 2.730 0.13
H 4.303 -0.609 1.031 0.10
Cl -5.293 3.750 -1.481 0.66
C -4.358 2.918 -0.257 -1.62
Cl -5.360 1.700 0.550 0.62
Cl -3.712 4.062 0.926 0.64
C -3.224 2.223 -0.886 -0.35
N -2.328 1.664 -1.327 0.24
Br -2.995 -2.828 -3.294 0.82
C -2.778 -2.138 -1.563 -0.68
C -3.684 -2.426 -0.556 -0.08
C -3.452 -1.908 0.707 -0.04
C -2.341 -1.114 0.913 -0.11
N -1.480 -0.834 -0.068 -0.01
C -1.690 -1.337 -1.290 -0.20
H -4.545 -3.050 -0.756 0.12
H -4.127 -2.116 1.526 0.12
H -2.124 -0.686 1.883 0.11
H -0.960 -1.096 -2.053 0.11
C -0.351 -4.157 0.458 -0.19
N 0.134 -5.535 0.399 -0.08
C 1.247 -5.665 1.346 -0.17
N 2.339 -4.727 1.054 -0.08
C 1.794 -3.371 1.090 -0.19
N 0.692 -3.172 0.142 -0.08
C 1.205 -3.477 -1.205 -0.17
N 1.730 -4.839 -1.304 -0.08
C 0.656 -5.773 -0.953 -0.16
C 2.803 -4.988 -0.317 -0.17
H -0.734 -3.960 1.463 0.12
H -1.169 -4.045 -0.258 0.11
H 1.634 -6.683 1.299 0.13
H 0.878 -5.477 2.356 0.12
H 2.596 -2.672 0.837 0.10
H 1.437 -3.155 2.101 0.12
H 1.993 -2.764 -1.453 0.11
H 0.392 -3.361 -1.926 0.12
H 1.038 -6.793 -1.010 0.13
H -0.159 -5.665 -1.671 0.13
H 3.607 -4.290 -0.559 0.12
H 3.194 -6.004 -0.368 0.13
C 0.596 5.666 1.113 -0.09
C 1.670 4.952 0.280 -0.60
C 2.337 5.966 -0.658 -0.08
C 2.722 4.397 1.250 -0.10
Si 0.968 3.499 -0.705 0.49
O 0.240 2.455 0.314 -0.38
C -0.199 4.014 -2.082 -0.22
C -0.190 3.433 -3.353 -0.10
C -1.100 3.810 -4.334 -0.08
C -2.042 4.792 -4.069 -0.08
C -2.091 5.368 -2.806 -0.09
C -1.192 4.972 -1.827 -0.11
C 2.494 2.644 -1.496 -0.15
C 2.981 2.822 -2.729 -0.06
C 4.009 1.952 -3.342 -0.03
C 4.581 0.940 -2.698 -0.02
C 4.306 0.742 -1.251 -0.20
C 3.179 1.588 -0.685 -0.13
H 1.068 6.416 1.757 0.09
H 0.050 4.967 1.753 0.08
H -0.124 6.195 0.491 0.06
H 2.785 6.782 -0.082 0.09
H 1.615 6.407 -1.350 0.08
H 3.132 5.506 -1.253 0.07
H 3.084 5.198 1.904 0.09
H 3.594 4.002 0.721 0.07
H 2.308 3.607 1.886 0.07
H 0.507 2.638 -3.580 0.09
H -1.073 3.334 -5.306 0.10
H -2.736 5.103 -4.839 0.11
H -2.830 6.127 -2.583 0.10
H -1.282 5.409 -0.842 0.07
H 2.587 3.613 -3.355 0.11
H 4.268 2.137 -4.377 0.11
H 5.306 0.293 -3.176 0.12
H 5.230 0.765 -0.672 0.15
H 3.362 1.921 0.333 0.12
```

As for the HOMO energy: -10.7 eV. For the energy relative to the best compared isomer or geometry (same formula, charge and spin), the calculation gives 210.6 kJ/mol. As for the max |F|: 0.424 eV/A. Its LUMO energy is -2.557 eV. The net charge is +1.